The molecule C4H5NO. Source: the OMol25 dataset; level of theory: ωB97M-V/def2-TZVPD.

XYZ file:
```
11
Properties=species:S:1:pos:R:3:forces:R:3
H -2.5433 -0.8271 0.8865 0.1 -0.1 0.1
N -1.6269 -1.2324 1.0890 0.2 0.1 -0.2
C -0.7510 -0.6338 0.4005 -0.2 -0.3 0.0
C 0.7105 -0.8471 0.3859 0.1 0.0 -0.1
C 1.2834 0.1579 -0.2748 -0.2 -0.1 0.3
C 0.1960 1.1179 -0.6837 -0.8 -0.2 0.2
O -1.0240 0.3693 -0.4846 -0.3 -0.9 -0.6
H 1.1787 -1.7043 0.8487 0.0 0.1 -0.1
H 2.3401 0.2491 -0.5165 -0.3 0.2 0.2
H 0.2893 1.4924 -1.7152 -0.3 0.0 0.5
H -0.1450 1.8427 0.0657 1.8 1.2 -0.4
```
Forces are in eV/Å.

Computed properties:
orbital gap: 10.27 eV
HOMO: -0.34823 Ha
structure (SMILES): [H]/N=C1/C=CCO1
energy relative to the best compared isomer or geometry (same formula, charge and spin): 1.234 eV
lowest unoccupied orbital energy: 0.80 eV
calculated total energy: -285.36922 a.u.
spin multiplicity: 1